15
Properties=species:S:1:pos:R:3:forces:R:3 method="wB97M-V/def2-TZVPD" homo_energy_ev="-14.0 / -14.0" total_charge=+1 spin_multiplicity=2 gap_ev="10.65 / 5.65" largest_force_ev_per_a=2.78
C 0.312 0.286 2.616 -1.1 0.8 -0.5
O -1.095 0.007 2.424 -0.3 -2.2 0.6
H -1.372 -0.802 2.956 0.6 1.6 -1.0
H 0.863 0.190 1.635 -0.3 -0.2 1.1
H 0.719 -0.329 3.421 0.3 0.2 -0.3
H 0.256 1.354 2.867 0.9 -0.3 0.2
C -0.826 -0.574 -0.687 0.9 1.3 0.8
C 0.946 0.440 -2.914 -2.4 -0.4 1.3
S 0.870 0.109 -1.079 -0.6 -0.2 -0.3
H -1.571 0.106 -1.136 0.3 -0.6 0.0
H -0.917 -0.581 0.433 0.2 0.5 -0.7
H 1.357 1.441 -3.110 0.1 -0.6 0.2
H -0.157 0.387 -3.151 1.4 0.1 -0.4
H 1.484 -0.422 -3.317 0.1 0.3 -0.2
H -0.869 -1.612 -0.957 -0.1 -0.4 -0.8

16
Properties=species:S:1:pos:R:3:forces:R:3 method="wB97M-V/def2-TZVPD" homo_energy_ev=-8.9 smiles=CCO.CSS gap_ev=9.59 largest_force_ev_per_a=1.28
C 2.153 1.227 -1.756 0.7 0.0 0.4
C 2.682 -0.110 -1.245 0.6 0.3 -1.1
O 2.575 -0.298 0.143 -0.1 0.1 0.2
H 1.196 1.500 -1.317 -0.3 -0.3 -0.3
H 2.156 1.173 -2.843 -0.4 0.2 0.0
H 2.838 2.033 -1.478 0.1 0.0 0.0
H 2.224 -0.914 -1.829 -0.5 -0.2 0.8
H 3.728 -0.204 -1.571 0.2 0.2 0.2
H 2.979 0.475 0.562 -0.1 -0.3 -0.1
C -3.065 0.175 1.446 -0.5 0.7 0.8
S -1.529 0.644 0.606 0.0 -0.5 -0.1
S -0.654 -1.153 0.115 -0.4 0.1 -0.3
H -3.923 0.620 0.940 0.1 -0.4 -0.3
H -3.212 -0.881 1.649 0.2 -0.2 -0.5
H -3.078 0.636 2.436 0.3 0.1 0.0
H -1.371 -1.417 -1.007 0.2 0.1 0.3

15
Properties=species:S:1:pos:R:3:forces:R:3 method="wB97M-V/def2-TZVPD" homo_energy_ev=-8.6 smiles=CC(C)(P)P gap_ev=9.49 largest_force_ev_per_a=3.60
C -1.065 0.571 1.074 0.8 1.3 -1.0
C -0.256 -0.094 -0.032 0.7 2.1 -2.8
C 0.731 -1.060 0.465 -0.2 -2.7 -0.5
P -1.470 -0.800 -1.351 1.1 0.3 0.0
P 0.850 1.413 -1.129 -1.1 -0.4 1.8
H -1.558 1.416 0.619 -1.0 0.0 -0.3
H -0.428 1.182 1.741 -0.1 -1.2 0.6
H -1.789 -0.154 1.478 0.4 0.5 0.4
H 0.181 -1.656 1.196 0.3 -0.2 0.5
H 0.980 -1.808 -0.321 0.1 0.5 0.3
H 1.664 -0.715 0.885 0.0 0.5 0.2
H -2.289 0.312 -1.261 -0.7 0.4 0.1
H -0.885 -0.180 -2.528 -0.1 -0.6 0.5
H 1.926 1.172 -0.272 0.3 0.6 0.6
H 1.727 0.918 -2.122 -0.6 -0.9 -0.3

14
Properties=species:S:1:pos:R:3:forces:R:3 method="wB97M-V/def2-TZVPD" homo_energy_ev=-8.5 smiles=CSC.C gap_ev=9.50 largest_force_ev_per_a=3.12
C -2.048 0.669 0.267 -0.7 0.4 -0.4
S -0.940 -0.677 -0.193 -0.4 -0.6 0.5
C -1.349 -2.025 0.993 1.9 -0.3 0.1
H -2.193 1.274 -0.647 0.0 -0.4 0.3
H -1.562 1.342 0.961 -0.1 0.0 0.5
H -3.070 0.367 0.610 1.0 0.0 -0.2
H -1.174 -2.959 0.459 -0.8 0.0 -0.3
H -0.639 -2.187 1.824 0.0 0.9 -0.2
H -2.300 -1.947 1.461 -1.0 0.0 -0.2
C 2.983 1.307 -1.175 1.4 -2.6 1.0
H 2.719 0.253 -1.410 -0.9 0.9 -0.4
H 3.267 1.135 -0.124 -0.8 1.0 0.1
H 2.326 2.119 -1.446 -0.1 -0.1 0.1
H 3.979 1.329 -1.579 0.4 0.8 -0.8

15
Properties=species:S:1:pos:R:3:forces:R:3 method="wB97M-V/def2-TZVPD" homo_energy_ev="-13.0 / -12.4" total_charge=+1 spin_multiplicity=2 gap_ev="9.72 / 3.72" largest_force_ev_per_a=1.52
C -1.173 1.485 -2.743 -0.1 1.2 0.2
S -2.174 0.765 -1.364 1.4 -0.3 -0.3
H -1.567 1.275 -3.742 0.0 -0.3 0.4
H -1.207 2.575 -2.591 -0.1 -0.3 -0.2
H -0.114 1.222 -2.679 -0.3 -0.3 0.0
H -1.069 0.137 -0.866 -0.9 0.1 -0.1
C 1.217 -0.413 0.340 0.2 0.1 -1.2
S 0.584 0.308 1.876 0.2 -0.1 -0.9
C 0.358 -1.173 2.833 0.8 -0.3 0.1
H 0.617 -1.257 -0.021 -0.1 0.0 0.6
H 2.258 -0.769 0.423 -0.3 0.1 0.5
H 1.239 0.272 -0.540 -0.2 0.2 1.1
H 0.298 -1.004 3.904 -0.2 0.6 0.0
H -0.552 -1.673 2.502 0.1 -0.2 -0.2
H 1.284 -1.751 2.668 -0.6 -0.2 -0.1

15
Properties=species:S:1:pos:R:3:forces:R:3 method="wB97M-V/def2-TZVPD" homo_energy_ev=-7.9 gap_ev=8.57 largest_force_ev_per_a=4.43
C -1.667 1.522 0.047 1.5 1.1 -0.3
C 1.708 -1.764 0.375 -3.2 -2.4 1.1
C -1.213 0.320 0.774 2.4 -2.2 -1.9
Si 1.176 -0.042 -0.010 -3.4 0.0 2.8
S -1.793 -1.059 -0.231 -1.5 -0.6 -0.6
H -1.546 1.290 -1.044 -0.3 0.8 0.9
H -2.660 1.803 0.322 -1.0 0.0 -0.2
H -1.038 2.366 0.354 -0.1 0.2 -0.4
H 2.363 -2.147 -0.375 0.9 -0.4 -0.2
H 2.031 -1.908 1.443 0.2 0.4 -1.2
H 0.748 -2.539 0.353 2.2 2.1 -0.3
H -1.516 0.112 1.791 0.4 0.5 0.3
H 1.822 0.834 0.919 0.7 0.8 0.3
H 1.087 0.481 -1.330 0.0 0.1 -1.0
H -3.040 -0.549 -0.705 1.4 -0.6 0.7

16
Properties=species:S:1:pos:R:3:forces:R:3 method="wB97M-V/def2-TZVPD" homo_energy_ev=-3.0 total_charge=-1 gap_ev=7.39 largest_force_ev_per_a=1.19
C -0.059 -1.463 1.306 0.0 -0.6 0.2
As -0.680 0.438 0.845 0.2 -0.3 0.2
C 0.867 0.551 -0.529 0.0 -0.5 -1.1
C 0.299 0.357 -1.970 0.8 0.2 0.6
F 1.574 1.783 -0.429 -0.3 -0.1 -0.2
H 0.340 -1.965 0.401 0.0 0.3 0.4
H -0.903 -2.100 1.657 0.4 0.5 0.0
H 0.732 -1.364 2.080 -0.4 -0.3 -0.3
H 0.256 1.076 1.944 0.3 0.0 0.2
H -1.109 1.885 0.419 -0.2 0.4 -0.2
H -1.609 -0.189 -0.257 -0.3 -0.2 -0.5
H -1.888 0.344 1.849 -0.2 0.0 0.3
H 1.635 -0.231 -0.358 -0.3 0.4 0.1
H -0.736 0.723 -2.071 0.3 -0.1 0.1
H 0.337 -0.729 -2.185 -0.2 0.5 0.0
H 0.942 0.886 -2.700 -0.2 -0.3 0.2

26
Properties=species:S:1:pos:R:3:forces:R:3 method="wB97M-V/def2-TZVPD" homo_energy_ev=-5.9 total_charge=-1 gap_ev=8.93 largest_force_ev_per_a=8.14
Zr 0.021 -0.008 0.088 -1.4 -0.6 -2.5
B 0.521 2.051 0.919 0.7 1.6 0.6
H -0.160 1.374 1.410 -2.9 -2.1 2.6
H 0.222 2.023 -0.118 -0.7 0.4 -4.0
H 0.318 2.992 1.407 -0.8 3.5 1.3
H 1.517 1.715 1.163 3.4 -1.1 0.3
B 1.436 -0.906 1.617 1.1 -0.8 1.1
H 2.145 -1.464 2.209 2.3 -2.1 2.1
H 0.859 -1.551 0.973 -2.0 -3.3 -2.1
H 0.770 -0.305 2.218 -2.4 2.1 2.1
H 1.991 -0.255 0.960 2.1 2.3 -2.5
O -2.888 -2.698 1.427 0.3 0.0 -0.5
C -1.978 -1.874 0.923 2.1 2.6 -1.1
O -1.421 -0.981 1.573 -0.7 2.0 6.1
O -1.523 -1.768 -0.209 -0.8 -3.3 -5.6
H -2.889 -2.362 2.327 -0.4 -0.2 0.7
O -2.760 2.237 -2.168 -0.4 0.3 -0.6
C -1.924 1.429 -1.574 3.4 -2.0 2.0
O -1.913 1.141 -0.393 -4.8 0.8 6.5
O -0.903 0.889 -2.016 2.6 -0.4 -6.2
H -2.355 2.333 -3.033 -0.2 0.2 -0.6
O 3.004 -0.908 -2.579 0.6 0.5 -0.8
C 1.971 -0.512 -1.877 -3.0 -0.3 5.0
O 1.875 0.522 -1.206 2.9 4.3 -1.3
O 1.015 -1.244 -1.458 -0.6 -4.3 -2.5
H 3.047 -1.867 -2.583 -0.4 -0.2 -0.1

Number 1: E_tot -16146.255 eV. Number 2: E_tot -26990.546 eV. Number 3: E_tot -21848.297 eV. Number 4: E_tot -14107.549 eV. Number 5: E_tot -24934.366 eV. Number 6: E_tot -21983.353 eV. Number 7: E_tot -66841.414 eV. Number 8: E_tot -24351.646 eV.